{"formula": "C25H32ClN5O12Si2Tl", "method": "ωB97M-V with the def2-TZVPD basis set", "total_charge": -1, "relative_energy_ev": 1.110, "total_energy_ha": -3360.21004, "symbols": ["O", "C", "Si", "H", "O", "Si", "H", "O", "H", "C", "O", "H", "C", "H", "N", "H", "Cl", "C", "O", "C", "C", "H", "H", "H", "H", "H", "N", "C", "H", "H", "H", "C", "H", "C", "C", "H", "C", "C", "N", "O", "H", "H", "O", "C", "C", "H", "O", "H", "H", "C", "O", "H", "H", "O", "C", "H", "C", "C", "H", "C", "C", "O", "C", "N", "H", "H", "H", "C", "C", "H", "C", "H", "O", "H", "C", "N", "H", "Tl"], "coordinates": [[4.901, 3.218, 0.644], [-0.505, -2.492, 0.733], [-0.952, -0.848, 2.877], [-3.285, -0.247, 2.644], [-0.647, 3.180, 0.789], [0.980, -1.729, -2.993], [-1.202, -3.438, 2.538], [3.403, 3.259, -1.189], [0.609, -2.592, 3.898], [-1.248, 2.541, -1.952], [5.226, 4.809, -1.145], [4.085, 3.279, 3.635], [-3.862, -1.224, -0.236], [0.246, 1.381, 3.297], [-2.406, 0.694, -0.764], [2.025, -3.804, -2.271], [4.266, 4.038, -0.358], [-2.807, -1.094, 3.163], [3.622, -1.284, 1.910], [-0.187, -2.717, -0.646], [-0.923, -3.572, 1.493], [2.319, -3.504, -4.002], [-0.035, -4.141, -2.199], [-1.302, 1.180, 4.244], [-2.934, -1.835, -0.161], [-1.325, -5.601, 1.579], [-0.475, -1.233, 1.317], [-0.724, -5.070, -0.395], [-0.343, -1.815, 5.179], [1.036, 0.740, -3.624], [0.973, -0.954, 4.375], [-0.268, -4.034, -1.157], [-3.203, -2.019, 2.766], [-3.761, 1.923, -2.067], [1.796, -0.042, -3.317], [-1.032, -1.410, -4.555], [2.685, 0.890, 1.695], [-1.044, -4.834, 0.946], [1.684, 1.589, 1.116], [-5.469, 2.578, -3.505], [3.768, -2.145, 1.498], [-3.146, -1.025, 4.230], [-1.284, 3.618, -2.588], [0.487, 3.622, 0.856], [-4.357, 2.760, -3.142], [-2.755, 3.872, -3.133], [-3.690, 3.829, -3.556], [-0.669, -3.158, -4.274], [2.270, 4.464, 2.680], [3.448, 2.674, 3.001], [2.592, -0.741, 0.004], [0.376, -2.092, -5.321], [1.809, 4.899, 0.302], [0.821, 4.819, 0.475], [-0.233, -2.146, -4.387], [-1.005, -6.049, -0.815], [1.566, 2.845, 1.515], [2.310, -3.064, -3.007], [2.318, 0.210, -2.411], [-0.839, 1.001, 3.264], [2.380, 3.405, 2.476], [-0.146, 1.918, -1.603], [-3.562, 0.092, -0.885], [0.133, -1.645, -1.450], [-1.422, 1.612, 2.514], [3.233, -2.688, -2.570], [-4.347, -1.022, 0.724], [-2.490, 1.870, -1.526], [3.534, 1.346, 2.661], [2.578, -0.109, -4.075], [2.942, -0.428, 1.127], [-5.332, 0.485, -1.764], [3.422, 5.003, 0.330], [-4.586, -1.888, -0.786], [0.135, -1.632, 4.210], [-4.407, 0.801, -1.582], [4.334, 0.708, 2.968], [-0.100, 0.213, -0.264]], "forces_ev_per_angstrom": [[0.345, 0.001, -0.356], [-0.146, -0.208, -0.050], [-0.573, 1.022, 1.877], [0.037, -0.289, 0.054], [0.678, 0.244, 0.061], [-0.337, 0.676, 0.350], [0.139, 0.019, -0.200], [0.125, -0.532, -0.283], [-0.429, 0.512, 0.110], [1.659, 0.854, 0.458], [-0.646, -1.257, 0.865], [0.408, -0.748, 0.151], [-0.523, -0.922, -0.481], [-1.636, -0.433, 0.010], [0.265, 1.239, -0.826], [-0.237, -0.543, -0.043], [0.794, 1.109, -1.088], [-0.323, 0.215, 0.693], [0.119, 0.646, 0.824], [0.087, 0.163, 0.041], [-0.054, -0.390, 0.074], [0.660, -0.060, 0.053], [-0.126, -0.298, -0.288], [0.161, -0.109, -0.099], [-0.557, 0.629, 0.370], [-0.765, -1.637, 1.028], [0.625, 0.820, -1.374], [-0.959, -1.066, 0.937], [-0.078, 0.140, -0.191], [1.036, -0.710, 0.542], [0.036, 0.144, 0.079], [-0.094, 1.326, -0.045], [-0.162, -0.261, -0.189], [1.042, 0.209, -0.134], [-1.281, -0.245, -0.603], [0.105, -0.201, 0.380], [-0.983, 0.068, -0.346], [0.725, 0.912, -1.244], [0.895, -0.679, 0.416], [-2.199, -1.162, -0.800], [-0.286, 0.195, -0.501], [0.512, -0.041, -0.741], [-0.030, -1.588, 0.648], [-1.389, -0.167, 0.278], [1.089, 1.740, 1.178], [-0.403, -0.100, -0.355], [1.034, -0.472, 0.505], [0.182, 0.501, -0.188], [0.039, -0.179, 0.110], [-1.531, 1.522, 0.282], [0.200, 0.289, 0.795], [-0.363, -0.357, 0.403], [-0.095, 0.002, 0.245], [0.084, 0.609, -0.610], [0.408, 0.038, -0.576], [0.635, 0.469, 0.070], [-0.183, -0.776, -0.199], [-0.716, 0.374, 0.740], [0.054, 0.555, 0.514], [0.930, 0.738, -0.914], [0.871, 0.257, -0.003], [-0.985, 1.049, -0.756], [1.137, -1.708, 1.738], [0.416, 0.527, -0.337], [0.743, -0.478, 0.702], [0.375, 0.173, -0.736], [0.441, -0.279, 0.127], [-1.163, -1.746, -0.155], [0.690, 0.601, 0.044], [-0.157, -0.076, -0.230], [-0.266, -2.080, -1.857], [-0.644, 0.252, -0.502], [-0.456, 0.824, 0.706], [0.604, 0.978, 0.108], [0.476, -0.973, -0.236], [-0.591, 0.955, -1.142], [0.270, -0.193, 0.320], [0.232, -0.632, -0.212]], "mulliken_charge": [-0.6365, 0.0803, 0.1026, 0.1247, -0.4844, 0.5477, 0.3302, -0.6157, 0.3337, 0.7651, -0.7263, 0.4239, -0.7845, -0.0250, 0.1732, 0.4704, 1.8972, -1.1754, -0.5097, 1.4711, -0.8695, 0.3455, 0.2296, 0.5597, -0.0496, 0.4957, 1.0559, -1.0182, 0.3855, 0.1172, 0.2666, -0.8978, 0.4356, 0.1710, -0.8573, 0.2507, 0.9403, -1.3109, 0.9349, -0.6174, 0.3832, 0.3796, -0.9058, -0.4163, 0.4483, 0.4138, -0.5718, 0.2884, 0.4758, -0.8695, -0.4547, 0.3184, 0.5118, -0.5651, -1.1306, 0.3030, 0.0205, -1.3252, 0.0243, -0.6988, 0.1380, -0.4473, -0.0584, 0.1918, 0.0925, 0.3446, 0.2378, -0.1384, -0.8117, 0.4955, -0.4828, 0.1897, -0.7971, 0.4292, -1.1717, -0.0392, 0.6023, 1.2658]}